A cluster of 10 separate species, C60H150N10O20 in total in a non-equilibrium geometry. Source: OMol25; level of theory: the ωB97M-V functional and the def2-TZVPD basis.

Computed properties:
* LUMO: 0.587 eV
* structure (SMILES): COCCNCCOC.COCCNCCOC.COCCNCCOC.COCCNCCOC.COCCNCCOC.COCCNCCOC.COCCNCCOC.COCCNCCOC.COCCNCCOC.COCCNCCOC
* ΔE to the lowest compared entry with this formula, charge and spin: 118.9 kcal/mol
* E_tot: -120485.7635 eV
* E_HOMO: -8.233 eV
* Kohn-Sham gap: 8.82 eV

Last column: Mulliken charge in e.
Cartesian coordinates (Å):
H (-2.202, -1.418, -0.714)  0.1612
O (-5.218, 5.346, -0.652)  -0.2350
H (-6.464, -0.414, -2.986)  0.2029
H (4.514, -0.268, -4.164)  0.4656
H (0.976, 0.467, 2.282)  -1.1013
H (3.561, -6.071, -2.662)  0.0622
C (0.156, -5.020, 2.293)  -0.5714
H (-8.398, -2.657, 3.086)  0.2780
H (4.212, 1.558, -7.272)  0.3828
H (6.904, -2.799, 0.959)  0.1071
H (-2.600, -5.321, 0.922)  0.1795
H (-7.906, -0.565, -6.352)  0.3743
C (-8.463, -2.754, 5.079)  -0.4907
N (4.734, 2.867, -2.416)  0.2556
H (-1.435, -6.436, 1.326)  0.4769
H (-1.095, 5.245, 4.810)  0.4890
H (-4.765, 1.747, -3.831)  0.5563
H (1.923, -3.940, -6.028)  0.6042
H (-1.117, 7.683, 5.091)  0.5175
O (-1.865, -0.343, 1.650)  0.6687
H (-9.939, 1.046, 3.745)  0.2281
H (7.110, -1.209, 2.850)  -0.1142
C (-6.373, 5.986, -1.279)  -0.8356
C (-0.040, -3.314, -6.301)  -0.8509
H (3.353, 2.130, -5.887)  0.2414
H (2.016, -8.939, -4.960)  0.2694
O (-7.971, -1.677, -4.591)  -0.2699
H (2.335, -1.245, 2.392)  -1.0466
C (4.143, 1.413, -6.206)  -0.7580
H (-2.274, -1.033, -5.624)  -0.0147
H (1.787, -2.230, 5.104)  0.4632
O (-1.122, -2.750, -5.650)  -0.3375
H (3.901, -2.389, -5.028)  0.3824
C (-4.951, 0.854, -3.219)  -0.6935
O (-2.260, 7.912, 3.412)  -0.2650
C (2.541, -5.751, -2.401)  0.2597
H (5.244, 4.494, -1.139)  0.3751
H (9.674, 2.990, 5.847)  0.2535
C (5.353, 5.144, -3.100)  -0.5873
H (0.512, 4.114, 3.943)  0.4066
C (-6.521, -3.025, 3.691)  -0.9490
O (1.551, -7.539, -3.635)  -0.4921
H (6.584, 3.849, -2.048)  0.3491
H (3.180, -8.821, -3.615)  0.2584
O (-0.492, 0.792, -1.135)  0.7947
H (-5.856, 0.587, 0.764)  0.5102
C (2.316, -1.476, 4.465)  -1.2156
C (-1.934, 9.307, 3.255)  -0.8531
H (4.418, -2.582, -1.468)  0.4317
H (0.003, -5.993, 2.852)  0.4429
C (5.509, 4.057, -2.096)  -0.6632
H (8.833, -1.213, 4.788)  0.2828
H (1.539, -1.106, -1.325)  -0.2396
H (-2.803, 9.852, 2.841)  0.2220
H (-0.315, 7.253, 3.578)  0.2499
H (-6.408, 5.555, -2.296)  0.2161
H (9.022, -3.365, 2.129)  0.3737
C (-6.626, -2.789, -0.002)  -0.5392
H (5.691, -0.178, 1.181)  0.2493
C (3.079, -6.294, -0.021)  -1.5635
C (8.545, 0.610, 3.942)  -0.1240
C (0.733, -4.019, 3.261)  -0.6503
H (-7.425, -2.193, -0.463)  0.2278
H (-6.430, -4.389, 2.025)  0.4633
H (-6.261, 7.081, -1.416)  0.3647
H (6.341, 5.422, -6.227)  0.2396
C (0.279, 3.515, 3.053)  -0.1801
C (5.539, -4.168, 3.654)  -0.8495
H (-7.253, 5.755, -0.712)  0.3199
C (-1.487, -1.930, -0.040)  -0.1819
C (-3.547, 6.983, -0.045)  -0.4281
O (4.028, -4.197, -0.446)  -0.5088
H (-8.676, 0.235, -4.922)  0.3677
H (4.645, -3.800, 4.116)  0.0560
C (-1.982, -0.089, 3.058)  -0.1219
C (3.070, -1.754, -4.671)  -0.1043
H (0.630, 0.256, -2.873)  -0.2041
H (-2.497, 5.533, -0.995)  0.0801
H (-8.506, -3.681, 5.728)  0.3444
C (-9.811, -1.996, 4.994)  -0.7662
H (4.587, 5.615, -5.535)  0.2711
H (3.537, -1.278, 6.768)  0.3010
C (-0.184, -0.134, -2.116)  -0.9232
N (-1.418, 5.124, 2.782)  0.7903
H (-1.272, -0.756, 3.583)  0.0348
H (-3.920, 1.847, -1.625)  -0.0355
H (-10.055, -1.431, -4.732)  0.3485
H (0.994, 1.877, 1.209)  -0.1462
H (-4.904, -0.773, 0.868)  -0.3995
H (2.954, -2.882, 2.853)  -0.1927
H (4.715, 2.677, -3.360)  0.0493
H (4.080, -6.703, -0.318)  0.4476
C (3.923, -2.826, -0.475)  1.0400
N (2.086, -6.333, -1.139)  -0.1801
C (8.939, -0.867, 3.754)  -0.7131
O (5.885, 4.638, -4.312)  -0.3378
H (1.206, -3.533, -4.522)  -0.3083
H (8.850, 2.960, 4.235)  0.3111
C (-9.279, -2.174, -4.733)  -0.7691
H (-1.804, 0.966, 3.277)  -0.2018
H (0.024, -0.674, 0.342)  -0.6988
H (-0.591, -0.782, -5.587)  0.1405
H (-1.282, 3.375, 1.715)  0.1062
H (-2.739, 5.728, 4.403)  0.3051
H (-1.329, -1.418, -7.192)  0.3121
C (1.281, 1.513, 2.205)  0.9567
H (-1.125, -0.367, -2.524)  0.5274
H (-11.043, 0.376, 4.942)  0.3019
H (-4.097, 0.848, 0.638)  0.1308
H (6.367, -4.157, 4.367)  0.3542
H (4.337, -2.239, 0.409)  -0.7144
H (-1.172, -5.260, -0.089)  0.2849
H (-1.788, 2.169, -0.608)  0.0873
H (-6.813, -3.845, -0.261)  0.3673
H (-1.649, 9.741, 4.209)  0.3806
H (-9.382, -2.738, -5.641)  0.2912
O (5.774, -3.302, 2.603)  0.5571
N (-0.069, -1.582, -0.092)  1.3063
H (-2.089, 5.487, 2.104)  -0.5292
H (-5.546, 6.712, 0.787)  0.4775
H (2.816, 0.362, -4.293)  0.0737
H (0.781, -5.258, 1.433)  0.2690
H (-6.300, 1.159, -5.501)  0.3326
H (-5.703, -0.585, -5.386)  0.1238
H (-3.109, -1.989, 1.286)  -0.6464
O (-1.076, -4.549, 1.805)  -0.0741
H (1.697, -4.393, 3.622)  0.3003
C (-1.666, 5.781, 4.073)  -0.8587
H (1.636, 3.704, -1.266)  0.2428
H (0.698, -5.721, -3.436)  0.2863
C (-1.588, -5.460, 0.887)  -1.0313
H (3.706, -4.871, 1.464)  0.0248
H (-1.104, 9.407, 2.549)  0.3241
C (3.210, -4.926, 0.516)  1.0750
O (0.539, 2.168, 3.211)  -0.4282
O (9.377, 1.131, 4.955)  -0.3565
C (-1.177, 3.734, 2.728)  -0.9204
H (2.819, -2.605, -0.473)  -0.4941
H (4.498, 2.509, 0.362)  0.5330
C (-6.442, 0.147, -4.936)  -0.3190
O (3.806, 0.023, -6.099)  -0.4976
H (8.166, -3.412, 3.682)  0.3177
H (-6.202, -2.008, 3.886)  0.4312
H (1.693, -0.571, 4.506)  0.3704
H (-4.327, 5.441, 1.142)  0.1841
H (1.049, 6.392, -0.259)  0.4208
H (5.355, -5.175, 3.281)  0.2664
C (5.709, 5.598, -5.331)  -0.7587
H (0.384, -2.132, -2.156)  0.1144
H (4.329, 5.427, -3.347)  0.2763
C (4.744, 0.283, 1.466)  -0.8770
H (2.136, 5.182, -2.162)  0.4953
H (0.239, -2.932, -7.310)  0.3985
H (3.247, -7.629, -4.978)  0.3072
O (-4.841, 0.023, -1.002)  -0.0018
H (-10.612, -2.492, 4.417)  0.3341
C (-1.279, 7.234, 4.091)  -0.6705
O (0.093, 5.098, -1.584)  -0.5381
C (-7.800, -0.433, -5.248)  -0.6611
H (4.177, -0.360, 2.211)  -0.2091
H (-6.079, -3.755, 4.405)  0.2850
N (-2.369, 6.206, -0.254)  0.1249
N (-7.993, -3.189, 3.860)  -0.3606
C (3.581, -0.360, -4.728)  -0.4724
H (-7.748, -2.033, 5.532)  0.2958
H (7.194, -4.472, 1.548)  0.4803
O (4.056, 0.460, 0.233)  0.2094
C (8.924, 2.457, 5.203)  -0.6872
H (-11.168, -0.166, 3.247)  0.2989
H (-1.015, 7.507, -1.212)  0.5246
H (6.037, 1.538, -1.453)  0.2764
H (-4.108, 0.205, -3.450)  0.1162
H (-0.065, 5.114, 0.502)  -0.3651
H (0.804, -2.671, 1.711)  -0.5858
H (-9.488, -2.867, -3.885)  0.2157
H (5.804, 6.093, -2.857)  0.4559
H (-4.952, -3.287, 2.156)  -0.2325
O (3.724, -1.359, 4.716)  0.0545
H (-1.550, -2.265, 2.168)  0.5073
H (1.775, -7.246, -1.271)  0.3207
C (1.326, 4.467, -1.976)  -1.0804
C (1.688, -6.138, -3.525)  -0.2721
H (-3.415, 7.707, 0.816)  0.0373
H (2.302, -4.348, 0.528)  -0.4129
H (-1.782, 3.107, 3.383)  0.4874
H (-5.742, 1.797, -1.572)  0.4051
H (7.922, 2.506, 5.655)  0.2650
H (2.136, -1.585, -6.445)  0.2633
C (4.967, 1.713, -1.634)  -0.0243
C (-1.177, 1.952, -1.476)  -0.1833
N (8.138, -1.454, 2.671)  -0.1440
H (-1.655, -3.019, -0.169)  0.1521
N (1.850, -1.908, -5.527)  0.0327
C (-1.061, 6.863, -0.343)  -0.7453
H (0.026, -4.028, 4.086)  0.4286
C (0.083, 5.805, -0.339)  0.2498
H (-1.881, 1.815, -2.311)  0.2550
H (1.069, 4.117, -2.961)  0.3971
C (2.146, -2.111, 3.053)  1.5646
H (6.026, 6.570, -4.989)  0.3435
C (6.969, -3.436, 1.896)  -0.7202
H (5.102, 1.590, -5.716)  0.3018
C (1.315, -3.235, -5.558)  -0.1127
H (3.607, 0.355, 6.049)  0.2195
H (2.375, 1.663, 2.311)  0.4460
C (-4.829, 1.277, -1.775)  -0.3703
H (3.138, 2.017, -0.662)  -0.7394
N (0.782, -2.675, 2.761)  0.8399
H (5.114, -0.661, 5.966)  0.1933
H (2.653, -4.686, -2.388)  -0.2274
C (-1.349, -1.389, -6.086)  -0.3160
C (8.148, -2.894, 2.702)  -0.6189
C (0.484, -1.290, -1.408)  -0.4838
H (4.657, 0.832, -2.239)  -0.4842
C (-6.117, -3.373, 2.290)  0.2937
H (2.089, -5.633, -4.465)  0.2308
H (-5.581, -2.435, -0.290)  0.0798
H (-10.270, -1.796, 5.919)  0.5312
H (4.932, 1.237, 1.911)  0.6834
C (4.144, 1.746, -0.360)  0.1090
C (-4.937, 0.218, 0.389)  -0.3378
H (0.844, 3.872, 2.162)  0.1558
H (-0.993, 7.445, 0.571)  0.0407
H (-3.854, 7.533, -0.924)  0.5749
H (8.576, 1.269, 2.962)  0.2906
C (-4.708, 6.132, 0.381)  -0.7077
H (-3.012, -0.507, 3.395)  0.0716
O (-9.441, -0.845, 4.237)  -0.2330
H (-0.505, 2.806, -1.748)  -0.4223
N (-6.300, 0.399, -3.519)  -0.2373
H (7.468, 0.635, 4.291)  0.1146
H (-0.210, -4.418, -6.397)  0.3493
C (-2.056, -1.712, 1.323)  -0.3576
H (2.603, -6.902, 0.767)  0.4897
H (2.756, -1.931, -3.641)  -0.0818
H (9.947, -0.993, 3.480)  0.4242
O (-6.875, -2.536, 1.449)  -0.3418
C (-10.475, 0.122, 4.037)  -0.7859
C (2.583, -8.262, -4.346)  -0.7079
C (4.035, -0.684, 5.927)  -0.8254

Atoms 1-3, force components in eV/Å:
0.71 0.13 -0.21
-1.22 0.38 -1.32
-0.44 -1.24 0.56